The following is a quantum chemistry calculation of C4H5NO in the gas phase at a distorted geometry, from the OMol25 dataset.

```
! wB97M-V def2-TZVPD RIJCOSX def2/J DEFGRID3
* xyz 0 1
O -0.35760 0.20859 1.35841
N -0.94499 1.31744 3.49036
C -0.56757 1.02405 0.28261
C 0.54286 -1.05909 -0.93636
C -0.69590 0.79998 2.48633
C -0.01450 0.36220 -0.92468
H 0.99449 -1.26183 -1.91340
H 0.75979 1.09845 -1.20961
H -0.78747 0.51460 -1.69136
H 1.31284 -1.20132 -0.17227
H -0.24197 -1.80308 -0.77001
*
```

HOMO energy   -9.784 eV

=====

The following is a quantum chemistry calculation of C4H5NO in the gas phase at a distorted geometry, from the OMol25 dataset.

```
! wB97M-V def2-TZVPD RIJCOSX def2/J DEFGRID3
* xyz 0 1
O -0.14028 1.17331 0.70187
N -0.42813 -0.72083 -0.33552
C 0.38716 0.21789 0.14869
C 3.03713 0.25031 0.02452
C -1.93819 -0.06955 0.02800
C 1.83710 0.16300 0.04344
H 4.10181 0.32440 0.00379
H -2.16971 0.64913 -0.76606
H -2.53372 -0.95697 0.02201
H -2.16031 0.49110 0.97859
H 0.00711 -1.52179 -0.84934
*
```

HOMO energy   -9.712 eV
Structure (SMILES)   C#CC(=O)NC

=====

The following is a quantum chemistry calculation of C4H5NO as an isolated structure at a distorted geometry, from the OMol25 dataset.

```
! wB97M-V def2-TZVPD RIJCOSX def2/J DEFGRID3
* xyz 0 1
O 1.27225 -0.42203 0.09805
N -1.11244 -1.46136 2.11543
C -0.04426 -0.89244 -0.16069
C -0.52277 0.50080 -0.60744
C 0.85613 0.93518 -0.08713
C -0.67009 -1.33299 1.06631
H -1.37681 0.93468 -0.08628
H 1.53536 1.43584 -0.80392
H -0.06306 -1.70363 -0.87832
H 0.79026 1.44592 1.02684
H -0.66455 0.56004 -1.68285
*
```

HOMO energy   -10.558 eV

=====

The following is a quantum chemistry calculation of C4H5NO in the gas phase, from the OMol25 dataset.

```
! wB97M-V def2-TZVPD RIJCOSX def2/J DEFGRID3
* xyz 0 1
O 0.02586 -1.17537 0.43960
N 2.02328 -0.21108 0.17914
C -1.24557 -0.93494 0.02459
C -1.44786 0.39611 -0.09342
C 0.66367 0.01585 0.47213
C -0.21177 1.04038 0.28401
H 1.89911 -0.88305 -0.57385
H -2.32447 0.87456 -0.50456
H -1.79440 -1.83270 -0.20910
H 0.00917 2.10136 0.25914
H 2.40298 0.60888 -0.27768
*
```

HOMO energy   -8.004 eV
Structure (SMILES)   Nc1ccco1

=====

The following is a quantum chemistry calculation of a 2-piece molecular cluster, C4H5NO overall at a distorted geometry, from the OMol25 dataset.

```
! wB97M-V def2-TZVPD RIJCOSX def2/J DEFGRID3
* xyz 0 1
O 1.44460 -1.47875 0.29427
N -1.87570 0.58293 0.43948
C -0.32347 -1.93241 -1.27935
C 0.49648 -1.83883 -0.29861
C 0.41766 1.69605 0.84355
C -0.90872 1.15479 0.62930
H 0.29301 2.06291 1.85855
H 0.62858 2.54336 0.19876
H 1.18456 0.95992 0.69344
H -0.39256 -2.69252 -1.98608
H -0.96443 -1.05747 -1.39330
*
```

HOMO energy   -9.303 eV
Structure (SMILES)   C=C=O.CC#N

=====

The following is a quantum chemistry calculation of C4H5NO as an isolated structure, from the OMol25 dataset.

```
! wB97M-V def2-TZVPD RIJCOSX def2/J DEFGRID3
* xyz 0 1
O -1.66113 1.24733 -1.71374
N 0.42096 0.90914 -0.71684
C -0.48202 1.50548 -1.60389
C -0.92953 -0.95358 0.37316
C -0.10719 -0.01983 -0.01497
C 0.88584 -0.90050 1.01984
H 1.62652 -1.32913 0.34421
H -1.60206 -0.95929 1.22148
H 1.29881 -0.08469 1.61996
H 0.54333 -1.68966 1.69521
H 0.00647 2.27473 -2.22442
*
```

HOMO energy   -9.342 eV

=====

The following is a quantum chemistry calculation of a 2-piece molecular cluster, C4H5NO overall, from the OMol25 dataset.

```
! wB97M-V def2-TZVPD RIJCOSX def2/J DEFGRID3
* xyz 0 1
O -0.18611 2.98700 1.09525
N -1.03961 2.25305 0.66519
C 0.99018 -0.66777 -0.05977
C 0.50786 -1.91353 -0.65731
C -1.86454 1.55579 0.25215
C 1.37596 0.36296 0.42969
H 1.32193 -2.63249 -0.78959
H -2.56184 0.84975 -0.13096
H 1.64746 1.30540 0.85748
H -0.25423 -2.37783 -0.02260
H 0.06293 -1.72232 -1.63951
*
```

HOMO energy   -9.918 eV
Structure (SMILES)   C#[N+][O-].C#CC

=====

The following is a quantum chemistry calculation of C4H5NO as an isolated structure at a distorted geometry, from the OMol25 dataset.

```
! wB97M-V def2-TZVPD RIJCOSX def2/J DEFGRID3
* xyz 0 3
O 0.25775 -0.05923 1.17158
N -0.46155 0.30101 -1.06802
C 0.94966 -1.23514 -1.02815
C 0.24829 -0.65277 -1.99814
C -0.59603 0.96907 1.66187
C 0.21216 -0.25452 -0.11590
H -0.44800 1.00300 2.73864
H -1.63540 0.74022 1.42024
H 0.12789 -0.72344 -3.06030
H -0.33310 1.92432 1.20421
H 1.67831 -2.01250 -0.92603
*
```

HOMO energy (spin up / spin down)   -6.163 / -10.372 eV

=====

The following is a quantum chemistry calculation of C4H5NO2 in the gas phase, from the OMol25 dataset.

```
! wB97M-V def2-TZVPD RIJCOSX def2/J DEFGRID3
* xyz 0 1
O 0.14054 -2.85295 1.33069
O -0.52419 -0.35380 -0.93646
N 0.37856 0.11107 1.09080
C -0.19164 -0.72351 0.32784
C -0.59944 -2.10950 0.74087
C 0.17604 0.89956 -1.12207
C 0.42314 1.35966 0.31849
H -0.44962 1.55430 -1.72852
H 1.37606 1.87397 0.46052
H 1.11612 0.68736 -1.64691
H -1.63933 -2.38899 0.48586
H -0.37620 2.01369 0.68926
*
```

HOMO energy   -9.999 eV
Structure (SMILES)   O=CC1=NCCO1

=====

The following is a quantum chemistry calculation of C4H5NO2 in the gas phase, from the OMol25 dataset.

```
! wB97M-V def2-TZVPD RIJCOSX def2/J DEFGRID3
* xyz 0 1
O 1.86014 1.37666 1.18342
O 1.24957 -1.49807 -0.66676
N -0.29237 -0.15129 0.39514
C -0.83743 1.13452 0.04150
C 0.97870 -0.50714 -0.02898
C -1.41169 -0.58742 -0.40090
C 2.07845 0.42531 0.48251
H -1.71135 0.42652 -0.95039
H -1.63766 1.30533 0.78743
H 3.08809 0.12833 0.13926
H -2.24018 -0.99041 0.17674
H -1.09044 -1.18424 -1.25474
*
```

HOMO energy   -9.090 eV

=====

The following is a quantum chemistry calculation of C4H5NO2 in the gas phase at a distorted geometry, from the OMol25 dataset.

```
! wB97M-V def2-TZVPD RIJCOSX def2/J DEFGRID3
* xyz 0 1
O -1.06212 -0.08776 -1.46511
O -2.61551 -1.12915 -0.43724
N -0.49442 -0.69892 0.59876
C 0.08230 0.60344 -1.08976
C 1.78921 0.37620 0.73784
C 0.48041 0.13075 0.13492
C -1.42669 -0.58361 -0.33626
H 2.52735 -0.34776 0.38682
H -2.74880 -1.50723 0.43758
H 2.19455 1.35380 0.48235
H 1.77740 0.30628 1.81674
H -0.50368 1.58397 -1.26664
*
```

HOMO energy   -8.364 eV
Structure (SMILES)   Cc1coc(O)n1

=====

The following is a quantum chemistry calculation of C4H5NO2 in the gas phase at a distorted geometry, from the OMol25 dataset.

```
! wB97M-V def2-TZVPD RIJCOSX def2/J DEFGRID3
* xyz 0 1
O 1.94586 0.94828 -0.03183
O 0.11891 2.24875 0.00515
N 2.35279 -0.38600 0.03275
C 1.23002 -1.06625 -0.01757
C 0.62966 0.99435 -0.05297
C -1.39988 -0.53920 -0.00265
C 0.06048 -0.22194 -0.02776
H -0.82052 2.13593 0.14052
H -1.89677 -0.07469 -0.89427
H 1.27830 -2.16796 0.02113
H -1.92986 -0.26751 0.93545
H -1.56899 -1.60377 -0.10796
*
```

HOMO energy   -9.134 eV
Structure (SMILES)   Cc1cnoc1O

=====

The following is a quantum chemistry calculation of C4H5NO2 as an isolated structure at a distorted geometry, from the OMol25 dataset.

```
! wB97M-V def2-TZVPD RIJCOSX def2/J DEFGRID3
* xyz 0 1
O 0.66992 -0.58687 -1.15285
O -0.45319 -1.38583 0.61848
N 1.08743 0.28860 0.93902
C 0.89179 -0.93138 0.21017
C -0.06625 0.98592 0.35222
C -1.18854 -0.35441 0.12695
C -0.40639 0.28843 -0.93701
H 1.32942 1.17238 0.21854
H -2.17906 -0.16078 0.50982
H -0.78920 0.78560 -1.80970
H 1.61138 -1.74133 0.32506
H -0.48354 1.82182 0.87791
*
```

HOMO energy   -8.400 eV

=====

The following is a quantum chemistry calculation of C4H5NO2 in the gas phase, from the OMol25 dataset.

```
! wB97M-V def2-TZVPD RIJCOSX def2/J DEFGRID3
* xyz 0 1
O 1.07902 1.90231 1.33437
O -0.64921 0.40411 1.06064
N 1.32703 -0.05316 0.08150
C -1.13876 0.98063 -0.49321
C -0.94575 -0.43021 -0.11248
C 0.68260 0.90750 0.81994
C 0.40772 -1.03171 -0.47762
H 2.08526 0.29539 -0.48503
H -1.76074 -1.12770 0.08610
H 0.55522 -2.01368 -0.01291
H 0.51504 -1.12687 -1.56227
H -2.15743 1.29339 -0.23903
*
```

HOMO energy   -8.821 eV

=====

The following is a quantum chemistry calculation of C4H5NO2 in the gas phase at a distorted geometry, from the OMol25 dataset.

```
! wB97M-V def2-TZVPD RIJCOSX def2/J DEFGRID3
* xyz 0 1
O -1.12167 1.10473 -0.69221
O -3.61904 -0.78329 1.00465
N -2.22814 0.27800 -0.52997
C -2.86863 -0.18441 0.34207
C 0.99182 -0.33087 -0.48175
C 0.10304 0.76343 -0.06883
C 2.02688 -0.77771 0.20137
H 2.10047 -0.44291 1.20469
H 0.58585 1.74957 -0.29602
H 0.07189 0.47173 1.04711
H 1.11103 -0.47451 -1.58848
H 2.84649 -1.37376 -0.14261
*
```

HOMO energy   -10.094 eV
Structure (SMILES)   C=CCON=C=O

=====

The following is a quantum chemistry calculation of C4H5NO2 in the gas phase at a distorted geometry, from the OMol25 dataset.

```
! wB97M-V def2-TZVPD RIJCOSX def2/J DEFGRID3
* xyz 0 1
O 0.68198 -0.57449 -1.14283
O -0.34381 -1.38376 0.67315
N 1.03396 0.40736 0.88944
C -0.43344 0.27194 -0.94949
C -0.24133 0.91355 0.42314
C 0.89925 -0.89706 0.22237
C -1.12564 -0.28510 0.26899
H -0.84184 0.71338 -1.84389
H 1.62917 1.00658 0.31571
H -2.17925 -0.28911 0.50429
H 1.68168 -1.64044 0.36170
H -0.55472 1.87623 0.79641
*
```

HOMO energy   -9.733 eV
Structure (SMILES)   N1[C@@H]2O[C@@H]3[C@H]1[C@@H]3O2

=====

The following is a quantum chemistry calculation of C4H5NO2 in the gas phase at a distorted geometry, from the OMol25 dataset.

```
! wB97M-V def2-TZVPD RIJCOSX def2/J DEFGRID3
* xyz 0 1
O 0.22475 -1.35189 -0.49168
O 2.96428 -0.54100 0.02002
N 0.73261 0.09218 0.07166
C -0.20623 1.02207 -0.26245
C -1.16458 -0.94676 0.24001
C 2.09986 0.23773 0.08021
C -1.41388 0.44867 -0.11389
H -1.67187 -1.73636 -0.41382
H 0.25119 2.00924 -0.34894
H -2.51691 0.79927 0.15183
H -1.58143 -1.28001 1.20407
H 2.28221 1.24687 -0.13701
*
```

HOMO energy   -8.907 eV
Structure (SMILES)   O=CN1C=CCO1

=====

The following is a quantum chemistry calculation of C4H5NO2 in the gas phase at a distorted geometry, from the OMol25 dataset.

```
! wB97M-V def2-TZVPD RIJCOSX def2/J DEFGRID3
* xyz 0 1
O 1.72180 -0.83145 -0.29755
O -2.65658 -0.00018 -0.17299
N 1.68473 0.63441 -0.45959
C -0.28771 0.40150 0.57166
C 0.52396 -0.93871 0.53248
C 0.62681 1.19973 0.06287
C -1.51136 -0.17100 -0.41678
H -0.68708 0.80927 1.57604
H -0.19452 -1.87017 0.26625
H -0.88184 -1.08709 -1.13798
H 0.72104 -0.85601 1.67684
H 0.61733 2.26709 0.09882
*
```

HOMO energy   -9.285 eV
Structure (SMILES)   O=C[C@@H]1C=NOC1

=====

The following is a quantum chemistry calculation of C4H5NO2 in the gas phase, from the OMol25 dataset.

```
! wB97M-V def2-TZVPD RIJCOSX def2/J DEFGRID3
* xyz 0 1
O -1.28305 -2.62954 -0.30929
O -1.30549 0.65217 -1.03099
N 0.53142 -0.32226 -0.00989
C 0.98250 0.63738 1.01630
C -1.68554 -1.50188 -0.20225
C 1.30363 0.86038 -0.40337
C -0.81023 -0.26222 -0.40745
H -2.75757 -1.24655 -0.08864
H 0.76818 1.65240 -0.92121
H 0.23325 1.29548 1.46008
H 2.28151 0.60979 -0.79611
H 1.74140 0.25484 1.69281
*
```

HOMO energy   -10.024 eV
Structure (SMILES)   O=CC(=O)N1CC1

=====

The following is a quantum chemistry calculation of C4H5NO2 in the gas phase at a distorted geometry, from the OMol25 dataset.

```
! wB97M-V def2-TZVPD RIJCOSX def2/J DEFGRID3
* xyz 0 1
O -2.25521 0.00382 -1.47899
O 1.04316 0.31726 -1.57845
N 0.80530 0.64985 0.64910
C 1.55467 0.56554 -0.50958
C 0.08819 -0.41985 1.29572
C -1.27281 -0.42041 -0.92036
C -0.67112 0.31760 0.27968
H -0.12518 -0.23423 2.33854
H 2.60019 0.89413 -0.45682
H 0.37734 -1.43560 1.03426
H -0.88658 -1.42868 -1.16677
H -1.25795 1.19056 0.51367
*
```

HOMO energy   -10.046 eV
Structure (SMILES)   O=C[C@H]1CN1C=O

=====

One value per record, in order, for energy above the lowest of the compared OMol25 structures with the same formula, charge and spin: 4.011 3.323 1.971 1.296 1.842 4.095 4.912 0.917 1.427 5.038 2.776 1.889 4.675 4.035 4.501 2.373 5.974 5.737 2.217 2.604 eV.